Record 1
# C43H35N5O5P2PtSe2

A structure of composition C43H35N5O5P2PtSe2 (ωB97M-V with the def2-TZVPD basis set, OMol25).

Geometry as XYZ:
```
93
C43H35N5O5P2PtSe2, DFT ωB97M-V with the def2-TZVPD basis set
Pt -2.0822 3.0154 0.8407
C -3.2729 3.9616 -3.3965
O -3.8780 5.2223 -3.1848
C -3.9689 5.7667 -1.9394
C -4.4732 7.0488 -1.9501
C -4.6410 7.8152 -0.7908
C -4.2658 7.2668 0.4021
C -3.7552 5.9506 0.4330
C -3.3446 5.4630 1.6965
N -2.8633 4.3135 2.0192
N -2.6140 4.1559 3.3971
C -1.9713 3.0525 3.5772
O -1.6718 2.2358 2.6054
C -1.5503 2.6424 4.9371
C -0.9204 1.4165 5.0974
C -0.4606 1.0288 6.3478
C -0.6442 1.8615 7.4422
C -1.2998 3.0777 7.2841
C -1.7504 3.4700 6.0356
C -3.6396 5.1387 -0.7020
O -3.3121 3.8718 -0.5923
H -3.1714 3.8705 -4.4765
H -3.8999 3.1602 -3.0151
H -2.2939 3.9025 -2.9241
H -4.7370 7.4525 -2.9187
H -5.0436 8.8158 -0.8493
H -4.3667 7.8143 1.3300
H -3.4274 6.1381 2.5448
H -0.8004 0.7704 4.2411
H 0.0413 0.0770 6.4615
H -0.2812 1.5649 8.4172
H -1.4588 3.7230 8.1377
H -2.2568 4.4174 5.9005
Se -1.7894 -3.8134 -2.6103
P 0.1054 -2.9718 -2.2785
C 0.8848 -2.1757 -3.7061
C 1.9853 -1.3356 -3.5338
C 2.5851 -0.7467 -4.6333
C 2.0787 -0.9825 -5.9069
C 0.9754 -1.8027 -6.0765
C 0.3759 -2.4033 -4.9762
C 1.2883 -4.2164 -1.7093
C 2.5353 -4.3724 -2.3127
C 3.3676 -5.4152 -1.9310
C 2.9586 -6.3084 -0.9528
C 1.7032 -6.1772 -0.3743
C 0.8641 -5.1474 -0.7613
C -0.0222 -1.4916 -1.1539
C 0.5999 -0.7883 -0.0506
N 0.0337 0.4022 0.0338
N -0.8341 0.4395 -0.9489
N -0.9092 -0.6571 -1.6826
P 1.8278 -1.1991 1.2776
Se 1.6812 0.0716 2.9206
C 1.4623 -2.9108 1.7066
C 2.4830 -3.7656 2.1119
C 2.1714 -5.0082 2.6414
C 0.8458 -5.3934 2.7814
C -0.1744 -4.5350 2.3940
C 0.1319 -3.2935 1.8614
C 3.4327 -1.1561 0.4460
C 4.3102 -0.1108 0.7128
C 5.5369 -0.0627 0.0657
C 5.8870 -1.0503 -0.8437
C 5.0162 -2.1011 -1.1021
C 3.7923 -2.1532 -0.4551
H 2.3782 -1.1367 -2.5425
H 3.4417 -0.1004 -4.4970
H 2.5446 -0.5186 -6.7658
H 0.5733 -1.9734 -7.0659
H -0.4892 -3.0436 -5.0931
H 2.8611 -3.6907 -3.0854
H 4.3314 -5.5332 -2.4080
H 3.6081 -7.1217 -0.6577
H 1.3689 -6.8883 0.3683
H -0.1338 -5.0736 -0.3499
H 3.5173 -3.4592 2.0221
H 2.9656 -5.6714 2.9571
H 0.6067 -6.3633 3.1970
H -1.2087 -4.8294 2.5097
H -0.6674 -2.6192 1.5784
H 4.0243 0.6497 1.4279
H 6.2218 0.7474 0.2767
H 6.8421 -1.0039 -1.3502
H 5.2894 -2.8816 -1.8003
H 3.1223 -2.9814 -0.6395
C -3.5796 0.3804 -1.7551
O -2.6040 1.3934 -2.1157
C -1.5743 1.6461 -1.3609
O -1.0895 2.7233 -1.1796
H -4.4903 0.6953 -2.2527
H -3.7213 0.3992 -0.6751
H -3.2541 -0.5951 -2.1048
```

LUMO energy	-0.323	eV
relative energy (zero: lowest compared OMol25 entry of this formula, charge and spin)	123.81	kJ/mol
gap between HOMO and LUMO	7.241	eV
spin multiplicity	1

Atomic partial charges in e from the Mulliken method, atoms 1 to 4: Pt 0.679; C -0.536; O -0.460; C 0.241

=====

Record 2
# C43H36Br2N11O3Zr

A structure of composition C43H36Br2N11O3Zr (ωB97M-V with the def2-TZVPD basis set, OMol25).

Geometry as XYZ:
```
96
C43H36Br2N11O3Zr, DFT ωB97M-V with the def2-TZVPD basis set
Zr 0.3017 -0.7005 -0.1987
C -4.5894 1.0923 -2.2465
C -3.3685 0.6457 -2.7318
N -2.2201 1.0753 -2.2303
C -2.2849 1.9392 -1.2277
C -3.5134 2.3639 -0.7243
N -4.6633 1.9484 -1.2330
C -1.0089 2.5090 -0.7031
C -0.9828 3.8647 -0.4162
C 0.1961 4.4985 -0.0457
C 1.3417 3.7142 -0.0415
C 1.2514 2.3632 -0.3181
N 0.0913 1.7433 -0.6007
C 2.4910 1.5368 -0.4213
C 3.7623 1.9851 -0.0671
N 4.8522 1.2972 -0.3719
C 4.6891 0.1554 -1.0365
C 3.4313 -0.3527 -1.3026
N 2.3396 0.3326 -0.9706
C 0.2327 5.9446 0.2852
C -0.9051 6.6071 0.7268
C -0.8227 7.9569 1.0338
N 0.2931 8.6714 0.9273
C 1.3802 8.0337 0.5021
C 1.4022 6.6873 0.1748
H -5.5214 0.7527 -2.6811
H -3.3208 -0.0731 -3.5428
H -3.5732 3.0221 0.1346
H -1.8861 4.4401 -0.5622
H 2.2986 4.1414 0.2083
H 3.9001 2.9035 0.4852
H 5.5782 -0.3870 -1.3303
H 3.2876 -1.3151 -1.7771
H -1.8468 6.0936 0.8660
H -1.6993 8.4871 1.3859
H 2.2823 8.6269 0.4142
H 2.3241 6.2538 -0.1870
Br 0.4491 -4.8689 -2.9438
C 1.7079 -4.5598 -1.5780
C 2.6548 -5.5743 -1.3056
C 3.5474 -5.4314 -0.2868
Br 4.7671 -6.8246 0.0636
C 3.5649 -4.2448 0.4968
C 4.4495 -3.9939 1.5698
C 4.3902 -2.7995 2.2279
C 3.4640 -1.8312 1.7933
N 2.6294 -2.0265 0.8055
C 2.6356 -3.2357 0.1855
C 1.6532 -3.4202 -0.8282
O 0.7520 -2.4623 -1.0157
H 2.6501 -6.4712 -1.9077
H 5.1639 -4.7534 1.8563
H 5.0502 -2.5784 3.0540
H 3.4473 -0.8487 2.2564
O 0.1296 -1.9208 1.7339
C 0.5231 -0.9758 2.4439
C 0.5786 -0.9062 3.9372
C 1.1722 0.4822 4.1716
C 1.3898 1.0589 2.7751
O 1.8813 2.1329 2.5275
N 0.9544 0.1399 1.8245
H 1.1854 -1.7279 4.3198
H -0.4306 -1.0343 4.3306
H 2.1258 0.4706 4.6985
H 0.5109 1.1527 4.7196
C -4.0258 -4.4390 0.1261
N -2.7458 -3.9409 -0.3356
C -1.6858 -4.2242 0.6143
C -2.7247 -2.5666 -0.8031
C -2.9105 -1.4472 0.2072
C -4.1643 -1.2781 0.8000
C -4.3996 -0.2811 1.7318
C -3.3687 0.5871 2.0641
C -2.1370 0.4460 1.4441
C -1.8646 -0.5636 0.5028
H -3.9740 -5.5252 0.2107
H -4.8048 -4.1966 -0.5992
H -4.3286 -4.0445 1.1065
H -1.6639 -5.2950 0.8195
H -1.8030 -3.6916 1.5708
H -0.7223 -3.9413 0.1881
H -3.4802 -2.4689 -1.5925
H -1.7484 -2.4366 -1.2804
H -4.9805 -1.9274 0.5111
H -5.3798 -0.1698 2.1756
H -3.5316 1.3825 2.7816
H -1.3758 1.1813 1.6920
N -0.5334 -0.8527 -4.6647
C 0.1631 0.3330 -4.7096
C 0.5605 0.5669 -3.4354
N 0.1252 -0.4536 -2.6187
C -0.5253 -1.2908 -3.3947
H -0.9447 -1.3358 -5.4458
H 0.3108 0.8825 -5.6206
H 1.1194 1.4043 -3.0604
H -0.9730 -2.2191 -3.0870
```

net charge	+1
LUMO energy	-3.578	eV
relative energy (zero: lowest compared OMol25 entry of this formula, charge and spin)	176.57	kJ/mol
gap between HOMO and LUMO	6.581	eV
spin multiplicity	1

Atomic partial charges in e from the Mulliken method, atoms 1 to 4: Zr -1.304; C -0.735; C -0.224; N -0.003

=====

Record 3
# C43H36N5P2PtSSeTe

A structure of composition C43H36N5P2PtSSeTe (ωB97M-V with the def2-TZVPD basis set, OMol25).

Geometry as XYZ:
```
90
C43H36N5P2PtSSeTe, DFT ωB97M-V with the def2-TZVPD basis set
Pt -1.4849 0.8569 -0.3561
N -2.2882 5.1319 0.4950
C -2.3277 3.8354 0.1423
S -0.9953 3.2525 -0.8481
N -3.3425 3.1140 0.5343
N -3.2502 1.8021 0.3050
C -4.2877 1.0453 0.4385
C -4.1530 -0.3416 0.0667
C -5.0709 -1.3352 0.4123
C -4.9113 -2.6072 -0.0930
C -3.8530 -2.8655 -0.9641
C -2.9546 -1.8556 -1.2285
N -3.0773 -0.6309 -0.7074
H -1.6345 5.7390 0.0349
H -3.0922 5.5361 0.9473
H -5.2360 1.4652 0.7535
H -5.8902 -1.0909 1.0755
H -5.6030 -3.3963 0.1685
H -3.7260 -3.8367 -1.4205
H -2.1046 -2.0087 -1.8833
Te 3.6259 0.6071 0.1195
C 4.2179 -0.8624 1.5556
C 3.7278 -0.8332 2.8519
C 4.1113 -1.8478 3.7202
N 4.9228 -2.8398 3.3729
C 5.4011 -2.8497 2.1344
C 5.0804 -1.8847 1.1878
C 1.5890 0.4233 0.6570
P 0.7455 1.6603 1.6048
C -0.4899 0.7430 2.6011
C -0.2928 -0.5811 2.9958
C -1.2580 -1.2309 3.7488
C -2.4182 -0.5657 4.1207
C -2.5918 0.7714 3.7865
C -1.6287 1.4268 3.0382
C 1.8809 2.3177 2.8719
C 1.7288 2.0233 4.2263
C 2.5683 2.6096 5.1618
C 3.5554 3.4954 4.7574
C 3.7018 3.8022 3.4120
C 2.8592 3.2300 2.4734
P 0.4462 -0.4025 -0.4872
C 0.5640 -2.1415 0.0576
C 1.7904 -2.8038 -0.0016
C 1.9073 -4.1004 0.4696
C 0.8027 -4.7503 1.0044
C -0.4157 -4.0932 1.0787
C -0.5330 -2.7918 0.6134
C 1.1923 -0.3824 -2.1457
C 1.4907 -1.5158 -2.8932
C 2.1014 -1.3811 -4.1339
C 2.4005 -0.1239 -4.6347
C 2.0535 1.0135 -3.9152
C 1.4430 0.8841 -2.6809
H 3.0633 -0.0455 3.1848
H 3.7513 -1.8611 4.7437
H 6.0621 -3.6722 1.8824
H 5.4886 -1.9428 0.1861
H 0.6245 -1.0866 2.7241
H -1.1048 -2.2612 4.0450
H -3.1806 -1.0831 4.6891
H -3.4792 1.2979 4.1148
H -1.7436 2.4785 2.8025
H 0.9610 1.3321 4.5491
H 2.4454 2.3760 6.2116
H 4.2006 3.9582 5.4924
H 4.4655 4.5010 3.0964
H 2.9470 3.5056 1.4312
H 2.6555 -2.3019 -0.4150
H 2.8623 -4.6072 0.4179
H 0.8934 -5.7644 1.3708
H -1.2789 -4.5880 1.5068
H -1.4767 -2.2739 0.7008
H 1.2522 -2.4987 -2.5115
H 2.3507 -2.2663 -4.7045
H 2.8926 -0.0282 -5.5939
H 2.2604 1.9969 -4.3176
H 1.1500 1.7647 -2.1172
Se -2.4211 1.7012 -3.0220
C -2.1853 1.3681 -4.8710
C -1.0727 0.7040 -5.3884
C -0.9676 0.5173 -6.7551
C -1.9580 0.9882 -7.6094
C -3.0764 1.6301 -7.0899
C -3.1934 1.8242 -5.7262
H -0.2998 0.3373 -4.7246
H -0.1094 -0.0001 -7.1644
H -1.8590 0.8587 -8.6786
H -3.8579 1.9807 -7.7508
H -4.0587 2.3253 -5.3115
```

net charge	+1
LUMO energy (spin up / spin down)	-3.029 / -4.741	eV
relative energy (zero: lowest compared OMol25 entry of this formula, charge and spin)	39.95	kJ/mol
gap between HOMO and LUMO (spin up / spin down)	6.263 / 5.348	eV
spin multiplicity	5

Atomic partial charges in e from the Mulliken method, atoms 1 to 4: Pt 1.885; N -0.440; C 0.799; S -0.557

=====

Record 4
# C43H36N6O5PRuS3

A structure of composition C43H36N6O5PRuS3 (ωB97M-V with the def2-TZVPD basis set, OMol25).

Geometry as XYZ:
```
95
C43H36N6O5PRuS3, DFT ωB97M-V with the def2-TZVPD basis set
Ru -0.4129 1.5597 -0.4045
N 3.1556 3.8728 -1.3632
C 2.0120 3.2779 -0.9165
S 1.1204 2.3350 -2.0348
N 1.7562 3.5073 0.3636
N 0.6122 2.8712 0.7693
C 0.1479 3.1192 1.9462
C 0.7739 4.0643 2.9045
C 0.9410 5.4037 2.5666
C 1.5148 6.2829 3.4694
C 1.9388 5.8317 4.7133
C 1.7826 4.4968 5.0528
C 1.1975 3.6178 4.1508
C -1.1307 2.4293 2.2868
C -1.8193 2.7001 3.4574
C -3.0478 2.0891 3.6764
C -3.5503 1.2355 2.7146
C -2.8009 1.0125 1.5669
N -1.6181 1.5775 1.3543
H 3.2739 3.9587 -2.3570
H 3.5332 4.6054 -0.7858
H 0.6149 5.7490 1.5948
H 1.6343 7.3243 3.2011
H 2.3923 6.5203 5.4143
H 2.1190 4.1362 6.0161
H 1.0875 2.5718 4.4096
H -1.4073 3.3931 4.1750
H -3.6063 2.3000 4.5789
H -4.5091 0.7501 2.8260
H -3.1649 0.3627 0.7857
O -3.6367 2.0225 -1.1359
S -2.5800 3.2708 -1.8586
O -2.0571 2.6115 -3.0423
O -1.5965 3.2572 -0.6997
C -4.0905 1.0749 -1.9811
C -5.4244 1.0925 -2.3860
C -5.8753 0.1786 -3.3189
C -4.9912 -0.7393 -3.8782
C -3.6765 -0.7722 -3.4492
C -3.2136 0.0974 -2.4592
P -1.5396 -0.0365 -1.7224
C -0.5284 -0.5556 -3.1344
C 0.6079 -1.4681 -2.8603
C 1.1711 -2.1401 -4.0536
C 0.9667 -1.6140 -5.2830
C 0.1082 -0.4959 -5.4543
C -0.6612 -0.0145 -4.3812
C -1.7058 -1.6623 -0.8419
C -1.4294 -1.7146 0.5190
C -1.6034 -2.8905 1.2420
C -2.0432 -4.0396 0.6066
C -2.2963 -4.0105 -0.7609
C -2.1331 -2.8336 -1.4722
H -6.0771 1.8480 -1.9698
H -6.9104 0.1979 -3.6347
H -5.3267 -1.4245 -4.6453
H -2.9938 -1.4746 -3.9089
H 0.4056 -2.1626 -2.0472
H 1.8365 -2.9783 -3.8923
H 1.4460 -2.0522 -6.1487
H 0.0027 -0.0460 -6.4316
H -1.3983 0.7612 -4.5498
H -1.0421 -0.8382 1.0217
H -1.3808 -2.9007 2.3022
H -2.1883 -4.9548 1.1665
H -2.6304 -4.9046 -1.2717
H -2.3280 -2.8403 -2.5364
C 3.3580 -6.4743 -0.0246
C 3.0833 -5.0127 -0.2428
C 4.0150 -4.2095 -0.9029
C 3.7809 -2.8629 -1.1047
C 2.5900 -2.3067 -0.6434
C 1.6523 -3.0813 0.0184
C 1.9058 -4.4327 0.2104
S 2.3255 -0.5843 -0.9412
O 1.7450 -0.5580 -2.3696
O 3.6131 0.0372 -0.9962
N 1.2600 -0.0514 0.0546
C 1.6284 -0.1526 1.4334
C 2.9240 -0.4273 1.8944
C 3.1377 -0.5149 3.2541
C 2.0784 -0.3460 4.1360
C 0.8386 -0.0933 3.5828
N 0.6189 0.0054 2.2748
H 4.2661 -6.6169 0.5626
H 3.5029 -6.9893 -0.9754
H 2.5359 -6.9567 0.5010
H 4.9392 -4.6483 -1.2586
H 4.5069 -2.2385 -1.6058
H 0.7322 -2.6394 0.3775
H 1.1698 -5.0388 0.7243
H 3.7553 -0.5402 1.2162
H 4.1369 -0.7087 3.6230
H 2.2097 -0.4002 5.2071
H -0.0362 0.0377 4.2139
```

LUMO energy (spin up / spin down)	0.204 / -1.433	eV
relative energy (zero: lowest compared OMol25 entry of this formula, charge and spin)	224.29	kJ/mol
gap between HOMO and LUMO (spin up / spin down)	6.952 / 5.310	eV
spin multiplicity	2

Atomic partial charges in e from the Mulliken method, atoms 1 to 4: Ru 0.526; N -0.465; C 0.585; S -0.613

=====

Record 5
# C43H37LiN4P2

A structure of composition C43H37LiN4P2 (ωB97M-V with the def2-TZVPD basis set, OMol25).

Geometry as XYZ:
```
87
C43H37LiN4P2, DFT ωB97M-V with the def2-TZVPD basis set
Li -0.7702 -0.5731 -1.3599
N 1.1954 1.7559 -0.3322
P 1.8338 0.2418 -0.8695
C 3.5733 0.6408 -1.3127
C 4.2987 -0.4165 -1.8640
C 5.6521 -0.2897 -2.1248
C 6.3027 0.9028 -1.8381
C 5.5853 1.9690 -1.3202
C 4.2259 1.8434 -1.0659
C 2.2611 -0.5423 0.7568
C 3.1855 0.0198 1.6357
C 3.4450 -0.5740 2.8609
C 2.7735 -1.7321 3.2318
C 1.8434 -2.2921 2.3703
C 1.5955 -1.7030 1.1381
P -0.4689 2.0453 -0.8125
C -0.3645 3.8640 -0.9262
C -0.9896 4.7502 -0.0544
C -0.8575 6.1187 -0.2453
C -0.1155 6.6121 -1.3076
C 0.4958 5.7350 -2.1945
C 0.3645 4.3695 -2.0073
C -1.3254 1.7246 0.8123
C -0.6354 2.2170 2.1216
C -1.5068 2.9519 3.0902
C -2.8108 3.1200 2.8824
C -3.4618 2.6308 1.6659
C -2.7875 1.9972 0.7065
H 1.7809 2.5565 -0.5342
H 3.7940 -1.3526 -2.0785
H 6.2002 -1.1168 -2.5574
H 7.3659 0.9986 -2.0163
H 6.0846 2.9057 -1.1071
H 3.6957 2.7011 -0.6681
H 3.7070 0.9286 1.3608
H 4.1774 -0.1333 3.5261
H 2.9707 -2.1938 4.1912
H 1.2980 -3.1832 2.6568
H 0.8575 -2.1410 0.4846
H -1.5806 4.3731 0.7711
H -1.3345 6.8035 0.4445
H -0.0196 7.6806 -1.4514
H 1.0610 6.1165 -3.0351
H 0.8209 3.6778 -2.7089
H 0.2768 2.7908 1.9343
H -1.0220 3.3262 3.9859
H -3.4197 3.6328 3.6174
H -4.5235 2.8099 1.5479
H -3.2913 1.6294 -0.1770
C -4.9801 0.0939 -2.1831
C -5.4162 -1.1429 -1.7224
C -4.4876 -2.1333 -1.4675
C -3.1188 -1.8906 -1.6589
C -2.6290 -0.6221 -2.0466
C -3.6189 0.3334 -2.3150
C -2.1384 -2.9872 -1.5283
C -2.5567 -4.3415 -1.3477
C -1.6459 -5.3434 -1.2649
C -0.2718 -5.0606 -1.4482
C 0.7300 -6.0527 -1.4417
C 2.0307 -5.7261 -1.7126
C 2.3667 -4.3954 -2.0263
C 1.4124 -3.4158 -2.0253
C 0.0673 -3.7095 -1.6985
N -0.8487 -2.7053 -1.6626
H -5.7059 0.8671 -2.4157
H -6.4725 -1.3319 -1.5740
H -4.8531 -3.0898 -1.1124
H -3.3104 1.3244 -2.6511
H -3.6081 -4.5744 -1.2910
H -1.9531 -6.3715 -1.1082
H 0.4486 -7.0789 -1.2355
H 2.8028 -6.4846 -1.7117
H 3.3937 -4.1544 -2.2723
H 1.6541 -2.3927 -2.2829
C -2.8638 -1.7317 3.5068
C -1.9816 -0.7943 2.7595
N -1.9300 -0.7275 1.4831
C -0.9256 0.2531 1.1558
C -0.2900 0.7445 2.4903
N -1.1564 0.0796 3.4436
H -3.2646 -2.4671 2.8149
H -3.6927 -1.1912 3.9661
H -2.3021 -2.2346 4.2960
H -0.2302 -0.1674 0.4126
H 0.7666 0.5465 2.6698
H -0.8580 -0.1211 4.3819
```

LUMO energy	0.434	eV
relative energy (zero: lowest compared OMol25 entry of this formula, charge and spin)	213.47	kJ/mol
gap between HOMO and LUMO	7.059	eV
spin multiplicity	1

Atomic partial charges in e from the Mulliken method, atoms 1 to 4: Li 1.149; N 0.465; P -0.227; C 0.723